P) Density functional theory data (ωB97M-V with the def2-TZVPD basis set) for an isolated ion of composition C6H10N and charge +1.

Its spin multiplicity is 1. As for the charge: +1. As for the HOMO energy: -15.22 eV.

Cartesian coordinates (Å):
1 C 1.80 0.12 -0.25
2 C -1.12 0.19 -0.08
3 C -0.46 -0.77 -0.94
4 C 0.30 -0.20 0.38
5 C -0.77 -2.22 -0.93
6 C 1.12 2.23 1.06
7 N 1.24 0.97 0.43
8 H -1.25 1.21 -0.42
9 H -1.90 -0.16 0.58
10 H 0.00 -0.41 -1.86
11 H 0.35 -0.86 1.23
12 H 0.13 -2.82 -1.07
13 H -1.44 -2.44 -1.76
14 H -1.27 -2.53 -0.01
15 H 0.49 2.89 0.46
16 H 2.11 2.67 1.15
17 H 0.67 2.11 2.04

These are the Mulliken partial charges, in e, on atoms 1 to 5: C -0.177; C -0.575; C 0.326; C -0.301; C -1.371

---

Q) Density functional theory data (ωB97M-V with the def2-TZVPD basis set) for an isolated ion of composition C6H10N and charge +1.

Its spin multiplicity is 1. As for the charge: +1. As for the HOMO energy: -13.81 eV. Its structure (SMILES) is C=C1C[C@@H]1C(C)=[NH2+].

Cartesian coordinates (Å):
1 C -2.21 -0.89 1.03
2 C -1.51 0.08 0.51
3 C -1.31 0.79 -0.74
4 C -0.28 0.93 0.35
5 C 1.20 0.23 0.13
6 C 1.22 -0.52 -1.12
7 N 2.35 0.16 0.84
8 H -1.84 -1.29 2.00
9 H -3.31 -1.20 0.71
10 H -1.15 0.45 -1.76
11 H -1.95 1.68 -0.74
12 H -0.20 1.80 0.89
13 H 0.69 -1.47 -0.80
14 H 2.12 -0.87 -1.48
15 H 0.58 -0.02 -2.02
16 H 2.40 0.35 1.82
17 H 3.16 -0.20 0.39

These are the Mulliken partial charges, in e, on atoms 1 to 5: C -0.633; C 0.428; C -0.744; C -0.287; C 0.632

---

R) Density functional theory data (ωB97M-V with the def2-TZVPD basis set) for an isolated ion of composition C6H10N and charge +1.

Its spin multiplicity is 1. As for the charge: +1. As for the HOMO energy (spin up / spin down): -13.74 / -13.74 eV.

Cartesian coordinates (Å):
1 C -0.36 0.18 -0.19
2 C -0.53 -0.31 -1.45
3 C 2.86 1.27 -0.69
4 C 0.64 1.38 0.08
5 C -0.76 -0.63 0.86
6 C -1.89 -1.52 0.76
7 N 1.61 1.29 -0.96
8 H -0.71 -1.31 -1.68
9 H -0.42 0.17 -2.30
10 H 3.60 1.37 -1.44
11 H 3.27 1.39 0.27
12 H -0.03 2.30 0.16
13 H 1.14 1.30 1.02
14 H -0.25 -0.37 1.74
15 H -1.95 -1.85 -0.23
16 H -2.67 -0.95 1.14
17 H -1.72 -2.40 1.49

These are the Mulliken partial charges, in e, on atoms 1 to 5: C 0.610; C -0.733; C -0.306; C -0.555; C -0.072

---

S) Density functional theory data (ωB97M-V with the def2-TZVPD basis set) for a 2-piece molecular cluster, C6H10N overall.

Its spin multiplicity is 1. As for the charge: +1. As for the HOMO energy: -13.34 eV.

Cartesian coordinates (Å):
1 C -0.48 -1.51 0.24
2 C -1.53 -2.05 -0.06
3 C 0.77 -0.91 0.50
4 C 1.53 -0.35 -0.41
5 C 2.75 0.47 -0.15
6 C -1.64 1.40 0.19
7 N -2.50 0.56 -0.16
8 H 1.11 -0.76 1.60
9 H -1.65 2.47 0.16
10 H 3.62 0.29 -0.85
11 H 3.17 0.25 0.84
12 H 2.40 1.60 -0.01
13 H -0.73 0.98 0.52
14 H 1.26 -0.36 -1.46
15 H -2.14 -0.45 -0.06
16 H -3.52 0.79 -0.51
17 H -2.42 -2.42 -0.36

These are the Mulliken partial charges, in e, on atoms 1 to 5: C -0.136; C -0.069; C -0.975; C 0.367; C -1.068

---

In order of decreasing stability: Q), S), R), P).

---

P) Density functional theory data (ωB97M-V with the def2-TZVPD basis set) for an isolated ion of composition C6H10N and charge +1.

Its spin multiplicity is 1. As for the charge: +1. As for the HOMO energy: -14.56 eV. Its structure (SMILES) is C[N+](C)=C1[C@H]2C[C@@H]12.

Cartesian coordinates (Å):
1 C 0.21 -2.10 0.41
2 N 0.39 -0.82 -0.20
3 C 1.37 -0.74 -1.33
4 C -0.18 0.29 0.23
5 C -0.10 1.72 0.07
6 C -1.61 2.07 0.32
7 C -0.96 1.11 1.20
8 H 0.16 -2.90 -0.43
9 H 0.85 -2.37 1.23
10 H -0.86 -2.25 0.64
11 H 1.96 0.14 -1.27
12 H 2.02 -1.63 -1.01
13 H 0.92 -0.85 -2.31
14 H 0.67 2.43 -0.14
15 H -1.77 3.04 0.83
16 H -2.36 1.67 -0.51
17 H -0.73 1.19 2.28

These are the Mulliken partial charges, in e, on atoms 1 to 5: C -1.044; N 0.055; C -0.901; C 0.768; C -0.563

---

Q) Density functional theory data (ωB97M-V with the def2-TZVPD basis set) for a 2-piece molecular cluster, C6H10N overall.

Its spin multiplicity is 1. As for the charge: +1. As for the HOMO energy (spin up / spin down): -15.10 / -15.10 eV.

Cartesian coordinates (Å):
1 C -3.65 0.36 0.60
2 C -4.16 -0.66 0.37
3 C 0.39 -0.93 0.02
4 C -0.93 -1.29 -0.61
5 C 0.14 1.44 -0.25
6 C 2.24 0.29 0.68
7 N 0.87 0.27 0.17
8 H 0.96 -1.78 0.28
9 H -1.40 -0.36 -0.83
10 H -1.60 -1.99 -0.07
11 H -0.84 -1.84 -1.53
12 H 0.74 2.01 -0.92
13 H -0.78 1.36 -0.81
14 H 0.10 2.24 0.50
15 H 3.02 0.15 -0.20
16 H 2.57 1.19 1.15
17 H 2.33 -0.47 1.44

These are the Mulliken partial charges, in e, on atoms 1 to 5: C -0.069; C 0.096; C 0.423; C -1.121; C -0.931

---

In order of decreasing stability: P), Q).

---

P) Density functional theory data (ωB97M-V with the def2-TZVPD basis set) for a 4-piece molecular cluster, C4H13NO3 overall.

Its spin multiplicity is 1. As for the HOMO energy: -8.46 eV. Its structure (SMILES) is C=CC(=C)N.O.O.O.

Cartesian coordinates (Å):
1 C -0.11 -2.22 0.95
2 C 0.26 -1.14 0.24
3 C 0.35 0.19 0.74
4 C 1.09 0.60 1.85
5 N -0.46 1.06 -0.02
6 H -0.16 -3.32 0.69
7 H -0.55 -2.27 1.96
8 H 0.33 -1.35 -0.85
9 H 1.60 -0.31 2.34
10 H 0.99 1.71 2.04
11 H -0.96 0.71 -0.86
12 H -0.17 2.00 -0.14
13 O 2.22 0.61 -1.77
14 H 2.80 1.26 -1.44
15 H 1.74 0.41 -0.91
16 O -2.44 0.08 2.03
17 H -1.94 0.74 1.46
18 H -3.43 0.36 1.76
19 O -0.67 0.31 -3.07
20 H -0.75 0.13 -4.03
21 H 0.27 0.44 -2.96

These are the Mulliken partial charges, in e, on atoms 1 to 5: C -0.811; C 0.309; C 0.008; C -0.731; N -0.429

---

Q) Density functional theory data (ωB97M-V with the def2-TZVPD basis set) for a 2-piece molecular cluster, C4H13NO3 overall.

Its spin multiplicity is 1. As for the HOMO energy: -9.04 eV. Its structure (SMILES) is C[C@@H](O)CNCO.O.

Cartesian coordinates (Å):
1 C -2.27 -1.57 2.18
2 C -2.16 -1.16 0.71
3 O -2.53 0.21 0.52
4 C -0.72 -1.33 0.22
5 N -0.45 -0.85 -1.12
6 C 0.10 0.51 -1.23
7 O 0.22 1.16 0.04
8 H -3.08 -2.30 2.29
9 H -2.54 -0.69 2.75
10 H -1.34 -1.99 2.53
11 H -2.89 -1.62 0.05
12 H -1.92 0.81 0.98
13 H -0.44 -2.38 0.30
14 H -0.13 -0.82 0.96
15 H -1.35 -0.81 -1.58
16 H 1.09 0.42 -1.67
17 H -0.55 1.14 -1.85
18 H 0.47 2.08 -0.11
19 O 6.59 2.37 -1.30
20 H 6.16 1.51 -1.21
21 H 6.39 2.89 -0.52

These are the Mulliken partial charges, in e, on atoms 1 to 5: C -1.268; C 0.377; O -0.567; C -0.990; N -0.383

---

In order of decreasing stability: Q), P).

---

P) Density functional theory data (ωB97M-V with the def2-TZVPD basis set) for a 2-piece molecular cluster, C4H13NO3 overall.

Its spin multiplicity is 1. As for the HOMO energy: -9.37 eV. Its structure (SMILES) is C[C@H](O)[C@@H](N)CO.O.

Cartesian coordinates (Å):
1 C -2.06 0.48 -0.56
2 C -0.64 0.83 -0.11
3 O -0.36 2.19 -0.49
4 C 0.46 -0.09 -0.74
5 N 1.52 0.61 -1.45
6 C 1.07 -0.94 0.36
7 O 2.12 -1.76 -0.16
8 H -2.15 0.92 -1.56
9 H -2.74 1.10 0.03
10 H -2.32 -0.58 -0.51
11 H -0.59 0.77 0.98
12 H -0.94 2.77 0.03
13 H -0.07 -0.68 -1.48
14 H 1.86 1.40 -0.93
15 H 1.24 0.82 -2.40
16 H 1.46 -0.27 1.12
17 H 0.34 -1.64 0.71
18 H 2.54 -1.20 -0.84
19 O -1.78 -1.11 2.66
20 H -0.86 -1.24 2.92
21 H -2.29 -1.58 3.34

These are the Mulliken partial charges, in e, on atoms 1 to 5: C -1.538; C 0.398; O -0.580; C 0.141; N -0.704

---

Q) Density functional theory data (ωB97M-V with the def2-TZVPD basis set) for a 3-piece molecular cluster, C4H13NO3 overall.

Its spin multiplicity is 1. As for the HOMO energy: -9.39 eV. Its structure (SMILES) is CCNCC=O.O.O.

Cartesian coordinates (Å):
1 C -2.15 2.18 1.38
2 C -1.75 0.70 1.61
3 N -0.37 0.38 1.27
4 C 0.29 -0.34 2.33
5 C 1.64 -0.84 1.92
6 O 2.29 -0.41 1.01
7 H -1.26 2.79 1.51
8 H -2.86 2.43 2.16
9 H -2.61 2.33 0.41
10 H -2.44 0.03 1.11
11 H -1.96 0.50 2.66
12 H 0.16 1.18 0.94
13 H 0.40 0.27 3.25
14 H -0.26 -1.20 2.71
15 H 1.99 -1.70 2.53
16 O 0.21 -0.82 -6.04
17 H 0.22 -0.35 -5.20
18 H 0.18 -1.75 -5.79
19 O 0.37 -0.80 -1.87
20 H 0.54 -1.10 -0.97
21 H -0.37 -0.20 -1.72

These are the Mulliken partial charges, in e, on atoms 1 to 5: C -1.033; C -0.512; N -0.149; C -0.602; C -0.087

---

In order of decreasing stability: P), Q).

---

P) Density functional theory data (ωB97M-V with the def2-TZVPD basis set) for a 2-piece molecular cluster, C4H13NO3 overall.

Its spin multiplicity is 1. As for the HOMO energy: -9.05 eV. Its structure (SMILES) is CNC(CO)CO.O.

Cartesian coordinates (Å):
1 C -1.82 1.56 -0.10
2 N -1.32 0.23 -0.49
3 C 0.13 0.04 -0.44
4 C 0.44 -1.38 -0.93
5 O 1.76 -1.76 -0.60
6 C 1.00 1.06 -1.16
7 O 2.26 1.24 -0.54
8 H -2.45 1.95 -0.90
9 H -1.04 2.29 0.08
10 H -2.47 1.44 0.76
11 H -1.67 0.02 -1.42
12 H 0.37 0.01 0.62
13 H 0.37 -1.41 -2.02
14 H -0.31 -2.05 -0.53
15 H 1.77 -2.21 0.26
16 H 0.50 2.02 -1.22
17 H 1.14 0.79 -2.21
18 H 2.59 0.35 -0.34
19 O -2.14 -0.70 3.49
20 H -2.77 -0.95 2.80
21 H -1.34 -1.19 3.29

These are the Mulliken partial charges, in e, on atoms 1 to 5: C -0.911; N -0.356; C 0.341; C -0.953; O -0.522

---

Q) Density functional theory data (ωB97M-V with the def2-TZVPD basis set) for a 3-piece molecular cluster, C4H13NO3 overall.

Its spin multiplicity is 1. As for the HOMO energy: -9.93 eV. Its structure (SMILES) is C[C@@H](N)CC=O.O.O.

Cartesian coordinates (Å):
1 C 0.70 -2.91 1.56
2 C 1.06 -1.51 1.20
3 N 2.53 -1.39 0.98
4 C 0.43 -0.91 -0.11
5 C -0.96 -0.44 0.05
6 O -1.39 0.63 -0.29
7 H 1.23 -3.60 0.91
8 H -0.38 -3.02 1.65
9 H 0.95 -3.13 2.60
10 H 0.70 -0.77 1.92
11 H 2.83 -0.44 1.10
12 H 2.90 -1.90 1.77
13 H 0.48 -1.67 -0.91
14 H 1.04 -0.07 -0.45
15 H -1.66 -1.10 0.61
16 O -2.14 3.46 -3.83
17 H -2.63 4.25 -4.15
18 H -1.88 3.72 -2.93
19 O -1.32 3.62 -0.95
20 H -1.22 2.83 -0.40
21 H -1.27 4.34 -0.31

These are the Mulliken partial charges, in e, on atoms 1 to 5: C -1.379; C 0.466; N -0.725; C -0.731; C 0.064

---

In order of decreasing stability: Q), P).

---

P) Density functional theory data (ωB97M-V with the def2-TZVPD basis set) for C3H11N3O as an isolated structure.

Its spin multiplicity is 1. As for the HOMO energy: -8.17 eV.

Cartesian coordinates (Å):
1 C 0.20 -1.92 0.37
2 N 1.13 -1.32 1.09
3 O 0.67 -2.79 -0.61
4 H 1.63 -2.75 -0.56
5 H 1.05 0.18 0.35
6 H 0.79 -1.06 2.02
7 H -0.70 -2.33 0.84
8 H -0.43 -0.86 -0.48
9 N -1.88 0.81 -0.46
10 N 0.24 2.16 0.56
11 C -0.62 0.42 -0.92
12 C 0.57 1.05 -0.32
13 H -2.67 0.30 -0.83
14 H -1.92 1.54 0.24
15 H 0.55 1.97 1.51
16 H 0.65 3.04 0.26
17 H -0.57 0.30 -2.01
18 H 1.33 1.28 -1.07

These are the Mulliken partial charges, in e, on atoms 1 to 5: C 0.114; N -0.826; O -0.503; H 0.337; H 0.358

---

Q) Density functional theory data (ωB97M-V with the def2-TZVPD basis set) for a 2-piece molecular cluster, C3H11N3O overall.

Its spin multiplicity is 1. As for the HOMO energy: -8.74 eV. Its structure (SMILES) is CNN=O.CCN.

Cartesian coordinates (Å):
1 C -1.32 -1.49 1.59
2 N -0.15 -1.69 0.75
3 N -0.47 -1.97 -0.59
4 O 0.44 -2.58 -1.12
5 H -2.04 -2.31 1.52
6 H -1.83 -0.55 1.31
7 H -1.02 -1.40 2.64
8 H 0.42 -2.46 1.08
9 C -0.21 2.14 -0.27
10 C 0.47 0.97 -0.96
11 N 1.84 1.28 -1.33
12 H -1.24 1.87 -0.01
13 H -0.25 3.01 -0.94
14 H 0.31 2.42 0.65
15 H -0.09 0.67 -1.84
16 H 0.47 0.11 -0.18
17 H 2.39 1.51 -0.51
18 H 2.26 0.46 -1.77

These are the Mulliken partial charges, in e, on atoms 1 to 5: C -0.701; N -0.164; N 0.046; O -0.390; H 0.302

---

In order of decreasing stability: P), Q).